Density functional theory data (ωB97M-V with the def2-TZVPD basis set) for C27H43Cl2F9MnN3O5Si as an isolated structure at a distorted geometry.

As for the HOMO energy (alpha / beta): -4.16 / -4.16 eV. The strongest force on any atom comes out at 3.08 eV/A. The expectation value of S² is 8.755. Its gap between HOMO and LUMO (alpha / beta) is 6.5 / 6.5 eV. As for the total charge: -1. The value obtained for the total energy is -132111.1898 eV. Its spin multiplicity is 6. As for the energy relative to the best compared isomer or geometry (same formula, charge and spin): 1.277 eV.

XYZ file:
```
91
Properties=species:S:1:pos:R:3:forces:R:3:mulliken_spin:R:1
C -3.982025 1.916426 0.383187 0.13 0.20 0.02 0.004
C -4.516043 0.657370 -0.213620 -0.93 -0.87 -0.52 -0.004
H -4.096120 2.735632 -0.334642 0.13 0.05 0.18 0.000
H -2.925813 1.804403 0.628445 -0.10 0.06 -0.04 0.000
H -4.549113 2.176340 1.289631 0.10 0.00 -0.14 0.000
C -5.765650 0.612382 -0.719071 0.69 -0.10 0.43 0.000
C -6.678246 1.793196 -0.764030 -0.25 0.34 -0.10 0.000
H -6.209093 -0.316476 -1.070969 0.29 0.13 0.10 0.000
H -6.188521 2.683974 -1.177773 -0.05 -0.11 0.09 0.000
H -7.057004 2.068896 0.230905 0.05 -0.03 -0.12 0.000
H -7.539900 1.566891 -1.397279 -0.02 0.12 0.08 0.000
Mn 0.719922 0.051490 1.601633 0.17 0.55 -0.32 4.697
Cl -1.129939 -1.032174 2.273233 -0.16 -0.29 0.60 0.072
C 1.989615 -2.419032 1.462744 -0.31 0.75 -0.66 0.006
O 2.027237 -1.393558 0.734208 0.36 -1.36 1.08 -0.037
N 2.288380 -3.637582 1.022630 0.04 0.23 -0.25 0.005
C 2.780039 -3.793256 -0.344599 -0.22 0.00 -0.11 0.001
C 1.722029 -4.783757 1.722387 -0.12 0.06 0.25 -0.001
H 1.674549 -2.373596 2.519947 -0.03 -0.02 -0.39 -0.007
H 3.629789 -3.120956 -0.505553 -0.21 -0.14 0.03 -0.001
H 2.004981 -3.561359 -1.091589 0.18 -0.05 0.27 0.001
H 3.097518 -4.833430 -0.447101 0.04 0.19 -0.13 0.000
H 1.937115 -4.689955 2.793589 -0.01 -0.16 -0.21 0.000
H 2.178620 -5.690264 1.317618 -0.10 0.11 0.23 0.000
H 0.627426 -4.826469 1.600377 0.37 -0.06 -0.10 0.000
H 5.015746 -0.030923 -0.460062 -0.16 0.07 -0.04 0.000
H 6.123720 1.655276 1.334879 -0.23 0.13 -0.08 0.000
C 4.419108 0.839843 -0.758405 0.05 -0.01 -0.02 0.001
C 5.423523 2.381698 0.897794 -0.16 -0.22 -0.17 -0.001
N 4.228636 1.713862 0.386552 -0.28 0.26 0.19 0.005
H 3.451843 0.534846 -1.152065 0.03 -0.04 0.03 0.000
C 3.026156 1.926737 0.933366 -1.17 -0.83 -0.37 0.021
O 1.942207 1.410895 0.537623 1.88 1.03 0.40 0.081
H 5.145805 3.111800 1.656666 0.02 -0.06 0.00 0.000
H 3.063006 2.598118 1.804496 -0.17 -0.11 -0.15 0.000
H 4.964625 1.397532 -1.523541 -0.10 -0.10 -0.06 0.000
H 5.930328 2.890475 0.068320 -0.10 -0.02 0.16 0.000
H 1.010040 5.482042 -1.333513 -0.05 0.08 -0.17 0.000
H -0.532886 3.598833 -2.752352 0.11 -0.09 -0.55 0.000
C 1.244892 5.623187 -2.398325 0.23 -0.34 0.05 0.000
C 0.156075 3.742784 -3.593418 -0.52 0.24 0.42 0.000
N 1.364043 4.347834 -3.080405 0.85 -0.12 -0.23 0.000
H 2.198792 6.156329 -2.481754 -0.25 0.10 0.04 0.000
C 2.526492 3.645322 -3.004694 -0.34 -0.38 0.12 0.000
O 2.666995 2.456134 -3.256649 0.16 0.96 -0.10 0.000
H 0.374228 2.778739 -4.055870 -0.02 0.19 0.18 0.000
H 3.373801 4.292602 -2.673014 -0.20 -0.23 0.01 0.000
H 0.437517 6.193878 -2.858178 0.16 0.11 -0.01 0.000
H -0.320141 4.427564 -4.302698 0.16 -0.05 -0.15 0.000
O -2.264578 -0.325261 -0.341926 -0.90 0.52 -0.97 0.016
C -3.635087 -0.587109 -0.061461 0.82 0.28 0.10 0.006
C -4.657872 -1.872521 -2.026975 0.09 -0.46 -0.04 0.000
C -4.186436 -1.857728 -0.708861 0.17 0.14 0.01 -0.003
H -4.704188 -0.937515 -2.589981 0.20 -0.40 0.13 0.000
C -5.094558 -3.070790 -2.605263 -0.18 0.23 0.23 0.000
H -3.619452 -0.785406 1.019748 -0.13 -0.04 0.06 0.000
C -4.183656 -3.039813 0.045248 -0.53 0.07 -1.03 0.001
H -5.461557 -3.074008 -3.638528 0.18 -0.03 0.41 0.000
C -5.131449 -4.239968 -1.840091 0.18 0.07 0.13 0.000
C -4.676653 -4.224652 -0.517207 0.09 0.35 0.05 0.001
H -3.822699 -2.994485 1.059723 0.11 -0.12 0.17 0.001
H -5.516013 -5.165065 -2.270316 0.11 0.20 0.07 0.000
H -4.707009 -5.127664 0.092213 0.00 0.12 -0.20 0.000
Si -1.133879 -0.339288 -1.743681 0.03 -3.06 0.30 -0.034
Cl -1.007780 1.753741 -1.510606 0.43 1.68 1.10 0.008
C -2.002355 -0.130771 -3.421675 -0.23 -0.45 -0.06 0.001
C -0.882018 -2.237042 -1.187603 -0.55 -0.39 -0.32 0.023
C 0.754747 -0.516083 -2.285802 -0.04 1.45 0.12 0.016
H -2.606455 -0.991132 -3.714093 0.03 -0.09 -0.12 0.000
H -1.210590 0.010564 -4.169186 -0.16 0.02 0.07 0.000
H -2.641163 0.759246 -3.424118 0.05 -0.17 0.03 0.000
H 1.165735 0.443775 -2.622943 0.24 -0.18 -0.04 0.004
H 0.782061 -1.226337 -3.117750 -0.08 -0.09 0.08 0.001
H 1.365441 -0.909037 -1.462988 -0.06 0.09 -0.22 0.008
H -1.760485 -2.826872 -1.476152 -0.07 -0.11 0.14 -0.002
H -0.805299 -2.299749 -0.095250 -0.05 0.08 -0.14 -0.001
H -0.011270 -2.741261 -1.616303 0.03 0.02 -0.14 0.002
F 4.063911 -0.952927 3.050779 0.06 0.71 0.95 -0.001
C 3.982170 -0.034825 4.060006 0.39 -0.23 -0.51 -0.002
F 4.652271 -0.527230 5.129351 -0.22 0.23 -0.74 0.000
F 4.658507 1.067592 3.623269 -0.29 -0.73 0.31 0.000
C 2.480538 0.316674 4.353843 -0.11 0.29 0.10 0.054
O 1.813306 0.509582 3.225724 0.38 -0.13 0.50 0.058
C 1.883472 -0.840606 5.249221 -0.59 -0.09 0.19 0.007
F 2.378286 -0.833783 6.520522 -0.50 -0.11 -0.81 0.000
F 0.538493 -0.753936 5.310585 1.17 -0.06 0.09 0.000
F 2.175126 -2.060753 4.714148 -0.06 0.60 0.34 -0.002
C 2.449891 1.655282 5.194445 0.01 0.15 0.34 -0.006
F 3.348271 1.656033 6.228285 -0.65 0.22 -0.76 0.000
F 2.737646 2.720466 4.401847 -0.22 -0.67 0.68 -0.001
F 1.218327 1.860122 5.720743 0.92 -0.05 -0.33 -0.001
```
Positions in Å, forces in eV/Å.